1.
12
Properties=species:S:1:pos:R:3:forces:R:3:nbo_charge:R:1 method="wB97M-V/def2-TZVPD" total_energy_ha=-397.60580 smiles="C[C@@H]1O[C@H]1[N+](=O)[O-]" spin_multiplicity=1 orbital_gap_ev=11.51 relative_energy_kcal_mol=144.9 molar_mass_da=103.08
C 0.706 0.045 -0.090 0.557 4.083 -3.861 -0.621
C -0.724 0.547 -0.265 2.078 -2.583 -0.703 0.073
O -1.244 1.276 0.796 -0.842 0.766 0.060 -0.428
C -1.754 -0.003 0.630 1.492 -2.902 2.150 0.113
N -3.103 -0.135 0.008 0.834 0.493 0.532 0.517
O -3.470 0.846 -0.573 -0.774 0.595 -0.554 -0.360
O -3.655 -1.200 0.072 -0.222 -0.610 0.177 -0.365
H 0.741 -0.203 0.873 1.182 -1.435 3.842 0.206
H 1.424 0.952 -0.347 -1.383 -1.503 0.994 0.215
H 1.057 -0.656 -0.832 -0.482 -0.760 0.114 0.228
H -0.864 0.666 -1.329 -1.286 1.124 -0.038 0.203
H -1.480 -0.886 1.502 -1.153 2.732 -2.716 0.219



2.
12
Properties=species:S:1:pos:R:3:forces:R:3:nbo_charge:R:1 method="wB97M-V/def2-TZVPD" total_energy_ha=-397.46649 spin_multiplicity=1 orbital_gap_ev="8.56 / 9.29" relative_energy_kcal_mol=232.3 molar_mass_da=103.08
C -0.345 0.050 1.003 1.620 1.939 0.998 0.035
C -1.413 0.981 0.738 0.092 -0.386 -2.497 0.390
C 0.418 -0.589 -0.093 -1.905 0.364 -0.337 -0.656
N -1.954 2.167 1.295 0.205 0.462 1.511 0.451
O -3.138 2.181 1.547 -0.181 0.016 -0.323 -0.342
O -1.147 3.043 1.573 -0.122 -0.020 -0.449 -0.362
O -1.738 -0.239 1.139 -1.725 -0.526 0.362 -0.424
H 0.139 0.242 1.936 0.252 -0.255 0.762 0.200
H -1.672 1.555 -1.447 0.157 -0.412 1.369 -0.017
H -0.552 -0.992 -0.534 2.051 -0.466 -0.831 0.245
H 1.183 -1.295 0.263 -0.555 0.153 -0.443 0.237
H 0.808 0.264 -0.676 0.110 -0.868 -0.123 0.243



3.
12
Properties=species:S:1:pos:R:3:forces:R:3:nbo_charge:R:1 method="wB97M-V/def2-TZVPD" total_energy_ha=-397.58536 smiles="C=C1CO1.O=NO" spin_multiplicity=1 orbital_gap_ev=9.18 relative_energy_kcal_mol=157.7 molar_mass_da=103.08
C 0.740 -0.271 -0.201 -0.730 -0.319 -0.469 -0.526
C -0.090 0.351 -1.019 -0.288 1.011 -0.962 0.297
C -0.756 0.811 -2.257 0.771 -2.322 0.223 -0.116
O -0.739 1.562 -1.075 0.221 0.633 1.202 -0.464
H 0.921 0.055 0.800 0.100 0.235 0.051 0.215
H 1.107 -1.247 -0.451 0.151 -0.201 -0.331 0.216
H -0.131 1.080 -3.079 0.486 0.723 -0.349 0.183
H -1.680 0.372 -2.581 -0.567 -0.049 0.231 0.185
O -0.939 1.426 2.236 3.837 -0.447 0.520 -0.237
N 0.229 1.200 2.382 -2.677 1.980 0.471 0.360
O 0.936 2.421 2.830 2.187 -1.916 0.178 -0.590
H 1.947 2.126 3.010 -3.491 0.671 -0.763 0.477